Computed, not measured: a structure of composition C26H74N6O8, with the ωB97M-V functional and the def2-TZVPD basis.

```
114
Properties=species:S:1:pos:R:3:forces:R:3:mulliken_charge:R:1
C -2.4567 3.6194 -0.0303 -1.04 -0.68 -0.11 -1.485
O -1.5273 2.8290 -0.8087 -6.98 6.30 8.22 -1.122
H -2.2006 3.7882 1.0156 0.63 -0.13 -0.05 0.305
H -2.7406 4.5821 -0.4553 0.46 0.17 -0.39 0.453
H -3.4045 3.0839 0.0262 0.11 -0.19 -0.26 0.512
H -0.7465 3.3874 -0.8141 -2.05 -0.16 1.75 1.620
C -0.5289 0.7365 -0.5369 -4.89 3.57 -6.63 -0.847
O -1.5697 1.0725 -1.5203 1.95 -8.61 -3.53 -0.495
H 0.1892 1.5395 -0.3708 -3.21 -2.22 -4.60 -0.417
H -1.0613 0.6580 0.4109 -0.37 2.08 -1.42 -0.437
H -0.0327 -0.1865 -0.8371 -1.01 1.28 -0.08 0.468
H -1.8583 1.9749 -1.3654 -1.15 -1.22 -1.01 1.299
C -0.8363 4.0849 -2.6643 0.20 -0.25 -1.45 -1.852
C 0.3436 3.7879 -1.6813 2.04 3.24 -2.98 1.578
C 1.6503 4.4782 -2.2011 -0.55 -1.18 -0.47 -1.205
O 2.7906 4.1824 -1.4268 -2.68 3.96 1.19 -0.473
C 3.9114 4.9534 -1.6790 0.57 0.76 -0.68 -0.961
N -0.0788 4.2865 -0.4035 4.60 4.53 2.92 -0.235
H -1.3230 5.0592 -2.6207 0.68 0.41 0.17 0.406
H -1.6335 3.3920 -2.3952 0.43 0.65 -1.39 0.305
H -0.5462 3.8697 -3.6927 0.17 0.22 -0.03 0.453
H 0.2731 2.7081 -1.5505 1.23 0.26 -1.10 -0.619
H 1.4206 5.5407 -2.2821 0.16 0.22 0.19 0.509
H 1.8713 4.1028 -3.2002 -0.20 0.08 -0.40 0.475
H 4.0510 4.9719 -2.7599 0.36 0.32 -0.16 0.398
H 4.8083 4.5368 -1.2207 -0.28 -0.40 0.09 0.325
H 3.8000 5.9627 -1.2828 -0.08 0.20 -0.12 0.282
H -0.2211 5.2731 -0.2409 -0.08 0.13 -0.82 0.320
H 0.4576 3.9654 0.3898 0.37 -0.03 -0.07 0.126
C -2.0251 -5.2538 1.2231 -0.04 1.50 -0.04 -1.599
C -1.7886 -4.5263 -0.1143 -1.36 -0.42 -0.58 0.062
C -2.4885 -3.1424 -0.3517 2.77 -2.38 -0.97 0.571
O -2.1002 -2.6893 -1.6193 -0.25 1.13 -1.52 -0.462
C -2.3850 -1.2612 -1.7597 0.25 -2.41 -2.18 -0.682
N -0.3776 -4.4801 -0.4195 0.33 -0.09 -0.30 -0.447
H -3.0648 -5.1687 1.5390 -0.24 -0.40 -0.21 0.369
H -1.4859 -4.7266 2.0101 0.31 -0.33 0.07 0.135
H -1.7003 -6.2840 1.0768 -0.05 0.08 0.44 0.376
H -2.2202 -5.2488 -0.8070 -0.17 0.13 -0.58 0.612
H -2.1114 -2.4881 0.4342 0.51 -1.59 -2.04 0.172
H -3.5742 -3.2078 -0.2799 0.57 -0.60 -0.01 0.113
H -1.6911 -0.6254 -1.2097 -0.78 -1.37 -1.41 0.493
H -3.4295 -1.0588 -1.5229 0.59 0.08 -0.68 0.234
H -2.2438 -1.0224 -2.8138 0.06 -0.11 0.02 0.740
H -0.2466 -4.6147 -1.4118 -0.02 0.05 -0.11 0.333
H -0.0413 -3.5477 -0.2253 0.21 0.18 0.23 -0.375
C 1.9973 -1.5866 -2.8045 0.68 -0.18 0.81 -1.464
C 1.2042 -0.3196 -2.7102 -0.92 -0.63 0.45 0.732
C 2.0287 0.9947 -2.5649 0.72 -2.35 -1.12 -0.169
O 2.9125 0.8548 -1.4728 -1.60 -1.91 -1.55 -0.217
C 3.6753 1.9673 -1.2789 0.60 -0.35 1.14 -1.162
N 0.1517 -0.3147 -3.7079 0.68 1.82 -1.62 -0.849
H 1.3182 -2.4270 -2.6602 0.02 -0.09 0.18 0.298
H 2.6944 -1.5233 -1.9690 0.20 -0.59 -0.09 0.135
H 2.5655 -1.8142 -3.7064 -0.09 0.58 -0.27 0.392
H 0.5460 -0.3907 -1.8443 2.05 -0.60 -0.37 -0.220
H 1.4071 1.8887 -2.5164 0.21 -0.25 -0.23 -0.805
H 2.6900 0.9686 -3.4309 -0.25 0.80 -0.78 0.818
H 4.5297 1.9810 -1.9557 0.39 0.21 -0.08 0.301
H 3.9561 1.9373 -0.2262 0.80 -0.08 -0.03 0.501
H 3.0502 2.8595 -1.3160 1.19 -2.21 -0.37 0.412
H -0.3574 0.5040 -3.4068 -1.04 -0.01 -0.51 0.398
H -0.4693 -1.1069 -3.6242 0.23 -0.11 0.26 0.477
C 1.9581 -3.7508 4.1056 -0.86 0.82 -0.48 -1.817
C 0.9774 -3.5884 2.9119 1.07 -0.78 -1.28 0.534
C 0.5899 -2.0744 2.5812 -0.64 -2.09 -0.08 -0.350
O -0.4278 -2.0473 1.6026 -1.39 -0.31 -1.29 0.082
C -0.7795 -0.7803 0.9923 3.23 -3.76 3.29 -0.777
N 1.6266 -4.2360 1.7065 -0.26 0.52 1.63 -0.738
H 1.3791 -3.7894 5.0282 0.22 0.02 0.25 0.375
H 2.6202 -2.8854 4.1353 0.26 0.00 0.18 0.294
H 2.5471 -4.6575 3.9678 -0.17 0.11 0.04 0.419
H 0.1546 -4.2790 3.0971 -0.57 0.72 0.34 0.277
H 1.4564 -1.6758 2.0535 -0.39 -0.01 1.42 -0.577
H 0.1129 -1.6270 3.4532 0.91 0.60 0.54 0.329
H -1.4862 -0.7796 0.1625 1.87 -2.28 1.58 -0.406
H 0.0438 -0.3157 0.4497 1.23 -2.73 3.54 0.905
H -1.2841 -0.1109 1.6890 1.23 -0.65 0.85 0.407
H 0.9437 -4.8336 1.2631 0.11 0.30 -0.45 0.471
H 1.9143 -3.4655 1.1203 -0.19 -0.47 -0.47 0.418
C 4.7263 -0.6111 0.6412 0.75 0.28 0.31 -1.349
C 3.5315 -1.0303 1.5244 0.41 2.11 0.01 0.346
C 2.6403 0.2149 1.8507 1.29 -0.67 2.75 -1.130
O 2.2363 0.7615 0.6831 -1.69 0.87 -1.93 0.648
C 1.1887 1.7157 0.6523 3.39 1.59 5.38 -0.313
N 2.7534 -1.8842 0.6899 0.22 0.00 -0.68 -0.488
H 5.4528 -1.4236 0.6546 0.42 0.19 0.31 0.429
H 5.1617 0.3598 0.8779 0.40 -0.21 0.56 0.403
H 4.5096 -0.4953 -0.4207 -0.76 -0.11 0.11 0.279
H 3.8476 -1.5936 2.4024 0.05 0.49 0.37 0.297
H 3.2600 0.9197 2.4050 0.22 0.32 0.25 0.330
H 1.8320 -0.0814 2.5192 -0.06 0.31 -0.10 0.683
H 1.3733 2.4556 1.4311 0.36 0.31 0.80 0.517
H 0.1876 1.2967 0.7541 2.14 0.78 3.80 0.099
H 1.0621 2.3448 -0.2288 2.58 -0.23 0.35 -0.406
H 3.5217 -2.4165 0.3073 -0.57 -0.80 -1.00 0.422
H 2.5224 -1.1416 0.0456 -0.64 -0.67 -1.40 -0.569
C -4.7859 -1.2068 0.0474 0.02 1.74 -0.15 -1.687
C -3.4183 -0.7635 0.6720 -2.00 -0.75 0.72 1.313
C -3.3390 0.5917 1.4293 -0.52 -1.77 -0.20 -0.680
O -4.0080 0.4391 2.6892 0.16 0.82 -1.83 -0.420
C -4.1166 1.6614 3.3494 -1.31 -0.54 1.86 -0.851
N -3.1157 -1.9787 1.4320 -2.20 2.99 5.98 -0.301
H -5.1484 -0.5308 -0.7271 -0.03 0.27 -0.03 0.395
H -5.5639 -1.2371 0.8101 0.07 -0.17 0.14 0.502
H -4.6588 -2.1701 -0.4466 -0.46 0.44 0.38 0.165
H -2.6137 -0.7273 -0.0624 -3.03 0.48 0.58 -0.488
H -3.6341 1.3544 0.7087 -1.13 0.21 0.51 0.076
H -2.2922 0.8485 1.5915 -0.65 0.42 0.46 0.484
H -3.1709 1.9699 3.7951 0.16 0.57 -0.47 0.288
H -4.7720 1.4507 4.1945 0.21 -0.25 0.52 0.383
H -4.7612 2.4129 2.8935 0.77 0.38 -0.95 0.292
H -3.9405 -2.2638 1.9405 -0.65 -0.02 0.02 0.381
H -2.5416 -1.7123 2.2191 0.55 -0.17 0.29 0.197
```
Forces are in eV/Å.

Values from the calculation:
- molar mass (g mol⁻¹) = 598.91
- energy relative to the best compared isomer or geometry (same formula, charge and spin) (kcal per mole) = 664.33
- Kohn-Sham gap (eV) = 7.19